Entry 1:
The following is a DFT calculation (ωB97M-V with the def2-TZVPD basis set) of 3 unconnected molecules or ions with the total composition C40H65IN5O2 in a non-equilibrium geometry.

Each line ends with the Löwdin charge.
Cartesian coordinates (Å):
I: -7.6583 4.4567 1.0199  0.90
O: -4.5106 5.6659 0.0786  -0.04
O: -4.9134 -6.4477 -1.5123  0.12
N: -1.4634 6.7185 0.0331  0.02
N: -1.9641 0.8583 -0.8865  0.02
N: -2.6817 -5.9740 -1.3092  0.02
N: -6.2218 -0.3498 2.9324  0.03
N: -0.7225 0.2543 -1.1469  0.18
C: 1.4804 2.8293 -2.1417  -0.19
C: -2.3948 6.2086 -0.9636  -0.22
C: -3.3424 5.1226 -0.4541  -0.36
C: 2.2240 1.5075 -2.0061  -0.21
C: -2.8987 0.1234 -0.2710  -0.11
C: -3.0066 -2.2677 -0.9639  -0.15
C: 3.6251 1.4878 -2.6036  -0.20
C: -1.0609 2.8774 -1.9215  -0.09
C: 5.0117 1.3997 0.7934  -0.25
C: 1.9090 -4.3701 2.4462  -0.09
C: 4.6234 0.7609 -1.7007  -0.19
C: -5.1503 -0.2033 0.6273  -0.09
C: -5.7820 2.4908 -0.2620  -0.19
C: 7.6360 -2.9723 2.4042  -0.11
C: -3.9250 -5.6098 -3.4765  0.01
C: -4.9966 -0.3373 2.1634  -0.26
C: -6.2577 2.8019 1.1834  -0.69
C: 5.2580 1.7146 -0.6726  -0.21
C: -3.3999 2.6804 -1.0618  -0.08
C: 2.0086 -2.2039 1.4008  -0.11
C: -2.9710 -3.7008 -0.4409  -0.15
C: 10.3837 -2.6440 2.1865  -0.09
C: 9.6927 -2.0361 3.2252  -0.09
C: -2.5671 -1.2641 0.1187  -0.11
C: 0.2959 2.9834 -1.1871  -0.16
C: 3.1783 -4.6616 1.9661  -0.08
C: 6.0973 0.4815 1.3664  -0.09
C: -5.1885 3.1774 2.1849  -0.13
C: 9.7020 -3.4203 1.2604  -0.09
C: 8.3279 -3.5833 1.3684  -0.10
C: -4.3994 1.9542 -0.4449  -0.07
C: 3.8583 -3.7229 1.2050  -0.09
C: -3.6565 4.0695 -1.5432  -0.06
C: 3.2745 -2.4977 0.9172  -0.09
C: -2.1723 2.1227 -1.2679  -0.10
C: -4.1293 0.6590 -0.0336  -0.08
C: -2.0964 -4.6396 -1.2598  -0.22
C: 8.3208 -2.2050 3.3339  -0.10
C: -3.9130 -6.0337 -2.0411  -0.50
C: 1.3287 -3.1392 2.1687  -0.11
H: 2.2137 1.1803 -0.9821  0.10
H: -2.5572 -3.6754 0.5488  0.11
H: 4.8515 -3.9389 0.8338  0.10
H: -0.9034 2.4204 -2.8931  0.14
H: -1.1212 -4.6904 -0.8162  0.12
H: 6.5534 -0.0331 0.5403  0.07
H: -1.2526 6.0137 0.7259  0.06
H: 11.4539 -2.5131 2.0990  0.10
H: -2.2766 -2.1806 -1.7504  0.10
H: 1.1222 2.9027 -3.1529  0.11
H: -1.5028 -1.3601 0.1914  0.11
H: -6.6403 -1.2663 2.9012  0.08
H: 5.3712 0.2651 -2.2929  0.11
H: -3.0823 4.2998 -2.4101  0.10
H: -2.9424 -1.4977 1.0908  0.11
H: -6.1409 0.1339 0.3993  0.10
H: 10.2235 -1.4318 3.9485  0.10
H: 7.7798 -1.7342 4.1444  0.10
H: -2.9864 7.0557 -1.2642  0.12
H: 6.5623 -3.0849 2.4885  0.08
H: 3.9944 2.4731 -2.8266  0.11
H: -1.8440 5.8799 -1.8315  0.10
H: -1.8973 7.4666 0.5508  0.07
H: -3.9666 -4.0933 -0.3291  0.11
H: 3.8122 -1.7696 0.3230  0.08
H: 6.3175 1.7494 -0.8592  0.11
H: 5.0268 2.3544 1.2864  0.10
H: -6.9162 0.2735 2.5489  0.05
H: 6.8363 1.0737 1.8695  0.07
H: 0.3690 3.9729 -0.7802  0.11
H: -3.2924 -4.7677 -3.6799  0.06
H: -0.8773 -0.6801 -1.4914  0.10
H: -0.2400 0.7519 -1.8800  0.07
H: -2.0004 -6.6052 -1.7110  0.13
H: 3.6377 -5.6144 2.1909  0.11
H: -4.5466 -1.2913 2.3604  0.10
H: 5.6730 -0.2503 2.0227  0.05
H: -4.8109 6.3937 -0.4680  0.10
H: -1.9713 -4.2013 -2.2471  0.09
H: 4.8479 2.6935 -0.8433  0.10
H: -3.9782 -1.9992 -1.3358  0.11
H: 1.5570 -1.2415 1.1849  0.09
H: 7.7977 -4.1885 0.6438  0.10
H: -6.8815 2.0070 1.5245  0.03
H: -4.9413 -5.3936 -3.7374  0.08
H: 4.0547 0.0011 -1.1894  0.08
H: 0.3774 2.2935 -0.3683  0.10
H: 10.2416 -3.8985 0.4540  0.10
H: -4.6730 4.1761 -1.8453  0.12
H: 1.3750 -5.0979 3.0421  0.10
H: -5.0803 -1.1897 0.2226  0.10
H: 3.5838 0.9211 -3.5153  0.10
H: 4.0315 0.9737 0.9318  0.08
H: -5.9793 3.3443 -0.8691  0.05
H: -4.3129 3.5845 1.7244  0.06
H: -6.4305 1.7175 -0.6280  0.11
H: -5.5645 3.9415 2.8316  0.05
H: 0.3454 -2.9091 2.5566  0.09
H: -3.6177 -6.4617 -4.0610  0.09
H: -4.3080 0.3895 2.5511  0.10
H: -4.9625 2.3555 2.8341  0.06
H: -2.8142 4.6172 0.3349  0.13
H: -1.3565 3.8833 -2.0801  0.08
H: 2.1979 3.6243 -2.0231  0.11
H: 1.6692 0.7528 -2.5507  0.10

The frontier orbital gap comes out at 7.420 eV. Its HOMO energy is -10.645 eV. The value obtained for the strongest force on any atom is 1.25 eV/A. As for the total charge: +1. As for the total energy: -2284.80639 hartree. Its LUMO energy is -3.2 eV.

***

Entry 2:
The following is a DFT calculation (ωB97M-V with the def2-TZVPD basis set) of 8 unconnected molecules or ions with the total composition C40H66BF6N12O8P in a non-equilibrium geometry.

Each line ends with the Löwdin charge.
Cartesian coordinates (Å):
P: 5.9715 4.7223 -0.3724  0.18
F: 5.5402 5.1732 1.0743  -0.15
F: 7.2669 3.9435 0.2716  -0.17
F: 4.5874 5.3741 -0.9613  -0.19
F: 6.5679 4.3177 -1.8572  -0.18
F: 5.1483 3.3266 -0.0813  -0.20
F: 6.7370 6.1241 -0.5655  -0.14
O: 3.5934 0.8958 1.8322  0.21
O: 1.7369 -0.2704 1.0478  0.11
O: -2.0067 -2.1364 0.0581  0.11
O: -0.5147 0.4126 1.7067  0.21
O: 2.4564 3.1655 0.0824  0.08
O: -0.3837 -0.6598 -0.3737  0.23
O: -2.3639 -0.5646 2.4399  0.15
O: 0.9058 1.5011 -0.1743  0.16
N: -5.6031 -5.6862 0.9043  -0.02
N: 3.0317 3.2120 -3.9578  -0.08
N: 0.5716 -3.0882 4.5264  -0.05
N: -0.5164 4.4317 3.3768  -0.10
N: 4.7584 2.9217 -5.3666  -0.10
N: 3.1084 -2.5864 -1.9879  -0.06
N: -3.2482 2.5047 -0.8416  -0.10
N: 1.0178 5.8445 2.2878  -0.01
N: 1.6576 -4.2574 -1.7328  -0.08
N: -5.2003 -3.5761 0.2825  -0.08
N: -3.3946 0.9278 -2.4505  -0.05
N: -1.1174 -4.0051 3.5334  -0.06
C: 1.6903 4.7056 2.7462  0.04
C: -2.8563 -1.3376 -2.9453  -0.04
C: -3.6927 -0.1348 -3.3136  -0.20
C: -4.5307 -5.6923 0.0327  0.03
C: -1.9774 -4.7966 2.5591  0.03
C: 4.0994 3.4433 -3.2195  0.00
C: -1.4866 -0.4693 1.6343  -0.43
C: -3.8607 1.3167 -1.2323  0.05
C: -5.4171 -2.1384 0.2806  0.02
C: 2.0015 1.9936 0.3148  -0.34
C: 3.3201 -3.5505 -3.0038  0.03
C: 2.5402 -1.4547 4.3664  -0.03
C: 3.6314 -1.2217 -1.9186  0.04
C: -1.3911 -1.1274 0.3011  -0.42
C: -2.5060 1.9877 -2.9082  0.08
C: 1.5131 7.1078 1.6110  -0.15
C: 1.5878 6.9443 0.1457  -0.06
C: -0.5355 -2.4398 4.9883  0.02
C: -1.6758 3.9004 3.9811  -0.02
C: -6.1318 -6.8258 1.6916  -0.14
C: 1.1388 4.6828 -2.9802  -0.03
C: -2.4068 2.8924 -1.8273  0.01
C: 1.9629 -2.8416 4.8818  -0.13
C: 5.2601 3.2402 -4.0640  0.08
C: -3.2929 3.0992 0.4396  0.00
C: -5.6096 -6.9745 3.1147  -0.05
C: 0.6026 -6.1077 -0.5045  -0.03
C: -1.6138 -2.9234 4.2889  0.02
C: -5.9695 -4.3659 1.0054  -0.01
C: 2.6362 -4.6898 -2.6618  0.04
C: 1.6794 3.2804 -3.4814  -0.17
C: 0.7506 3.8546 3.4321  0.01
C: -4.2586 -4.3376 -0.3317  0.00
C: 5.5119 2.6285 -6.5760  0.02
C: -0.3304 5.5866 2.5580  0.04
C: 2.5560 0.8671 1.2383  -0.32
C: 0.2084 -4.0898 3.6800  0.01
C: 0.4385 -4.9122 -1.5110  -0.19
C: 3.3697 2.7971 -5.2901  0.05
C: 1.9926 -3.0058 -1.2812  0.06
B: 0.4083 0.2216 0.5161  -0.77
H: -4.7394 -0.4291 -3.3898  0.15
H: -0.3017 -6.6645 -0.2591  0.08
H: 2.3810 7.4781 2.1567  0.15
H: 4.1460 3.6971 -2.1708  0.09
H: 6.3193 3.3606 -3.8907  0.13
H: -1.8937 4.4728 4.8827  0.12
H: -2.3173 3.4934 0.7238  0.10
H: -4.5692 -1.5007 0.0304  0.06
H: -6.2039 -1.8302 -0.4080  0.11
H: 0.0903 4.7310 -2.6863  0.05
H: -6.1895 -6.3729 3.8147  0.09
H: -3.2728 -1.5560 -1.9620  0.04
H: 2.4782 6.4155 -0.1944  0.07
H: 0.9573 2.8503 3.7713  0.13
H: -1.5552 2.8683 4.3105  0.10
H: 2.9466 -0.5068 -1.4624  0.09
H: 6.1172 3.4980 -6.8325  0.12
H: -2.6136 -2.5903 4.0522  0.13
H: 6.0204 1.6786 -6.4113  0.11
H: 4.5552 -1.3828 -1.3630  0.12
H: 0.8670 7.9323 1.9124  0.13
H: -2.8821 -2.1718 -3.6463  0.10
H: 2.6614 2.6270 -6.0873  0.15
H: 2.4881 -5.5870 -3.2446  0.15
H: 2.5757 -3.6430 4.4689  0.13
H: -3.5836 2.3782 1.2036  0.11
H: 2.1465 -0.5955 4.9094  0.08
H: -4.5549 0.7365 -0.6424  0.15
H: 2.0464 -2.7506 5.9648  0.13
H: -5.7990 -7.9727 3.5095  0.10
H: -4.0693 -6.6086 -0.3047  0.14
H: 1.5804 -2.4903 -0.4264  0.15
H: -3.6455 -3.8755 -1.0913  0.12
H: 0.9403 2.9494 -4.2110  0.11
H: 4.0210 -3.4352 -3.8174  0.14
H: -3.9841 3.9342 0.3244  0.12
H: -1.7905 -1.1237 -2.8648  0.08
H: -2.0708 -5.8266 2.9032  0.10
H: 0.6851 6.4616 -0.2288  0.07
H: -0.0383 -5.2485 -2.4317  0.14
H: -6.7637 -3.9736 1.6234  0.18
H: -1.1275 6.2018 2.1673  0.15
H: -5.9101 -7.7524 1.1622  0.14
H: 1.6154 4.9373 -2.0336  0.04
H: 3.5605 -1.4177 4.7481  0.09
H: -0.4437 -1.5676 5.6187  0.15
H: 3.8860 -0.8430 -2.9085  0.11
H: -1.9000 1.9993 -3.8021  0.13
H: -3.0407 -4.5585 2.5855  0.08
H: 1.4650 -6.7194 -0.7695  0.09
H: -3.4764 0.3599 -4.2605  0.13
H: 1.6798 7.9490 -0.2668  0.10
H: -1.7852 3.7717 -1.7448  0.13
H: 0.8688 -4.7526 3.1406  0.16
H: -0.2604 -4.1870 -1.0942  0.11
H: 2.7270 4.6856 2.4443  0.14
H: 1.3942 5.5018 -3.6526  0.09
H: -7.2078 -6.6522 1.6809  0.14
H: -1.5762 -4.6483 1.5566  0.08
H: 0.7925 -5.6757 0.4781  0.05
H: 4.7211 2.4819 -7.3117  0.10
H: 1.5909 2.5156 -2.7098  0.10
H: -5.7503 -1.7857 1.2566  0.11
H: 2.3907 -1.4368 3.2868  0.06
H: -4.5418 -6.7570 3.1389  0.06
H: -2.5218 3.8421 3.2962  0.09

The frontier orbital gap comes out at 7.581 eV. Its HOMO energy is -16.549 eV. The value obtained for the strongest force on any atom is 6.29 eV/A. As for the total charge: +4. As for the total energy: -3787.16948 hartree. Its LUMO energy is -9.0 eV.

***

Entry 3:
The following is a DFT calculation (ωB97M-V with the def2-TZVPD basis set) of a molecular structure, C40H66BrIN10O4S2Si2.

Each line ends with the Löwdin charge.
Cartesian coordinates (Å):
I: 7.3386 -3.5118 -2.9510  0.86
Br: 0.7344 1.0564 1.5751  0.54
S: -6.0673 -1.3689 2.0986  0.70
S: -3.2516 -0.9608 1.6353  0.95
Si: 1.0500 0.6480 -0.6215  0.16
Si: 3.6345 -0.6509 0.1221  0.50
O: 3.7421 2.5102 0.5029  -0.07
O: -7.5514 -1.3989 -1.2295  -0.13
O: 2.5647 0.1090 -0.9025  -0.27
O: 4.8959 1.7508 0.8952  -0.18
N: -0.8541 3.4559 -0.2544  0.08
N: -5.0269 -0.8433 -0.3603  -0.22
N: -0.2599 4.2842 -2.4055  0.07
N: -6.2969 3.1671 -3.9090  0.00
N: 7.4158 1.2064 5.9680  0.00
N: -2.5534 -2.1291 4.9387  0.00
N: -1.5332 2.3171 -2.1785  0.09
N: 8.3057 -6.6806 0.5034  0.00
N: -2.0826 4.4655 2.9425  0.00
N: -3.9234 0.8170 -7.6729  0.01
C: -5.0169 2.7477 -3.6538  -0.18
C: -5.2878 -2.0901 -1.1040  -0.14
C: -4.8477 0.8912 -6.6693  -0.15
C: -2.2473 -0.3861 0.2585  -0.50
C: -3.2437 -2.1154 6.1167  -0.14
C: -5.3909 -0.3564 -6.5074  -0.11
C: 0.8996 2.2699 -1.5394  -0.19
C: -1.0457 -1.2887 -0.0040  -0.35
C: 4.6884 -2.4645 -1.8333  -0.38
C: -4.8809 -1.0568 1.0332  -1.15
C: 7.0388 2.1038 5.0071  -0.13
C: 2.8630 -2.1447 0.9656  -0.25
C: 5.9204 1.6109 4.3911  -0.11
C: -3.6008 5.7243 3.9423  -0.11
C: -4.7631 -1.2173 -7.4499  -0.11
C: -1.8438 5.7510 2.5409  -0.16
C: 2.7486 -2.1195 2.5053  -0.14
C: -0.1667 -0.6922 -1.1152  -0.25
C: -2.3308 -2.1003 7.1388  -0.11
C: 9.9358 -6.7574 -0.9869  -0.11
C: -3.1489 4.4395 3.7969  -0.14
C: -4.3411 3.7829 -3.0652  -0.10
C: -6.4465 4.4611 -3.4878  -0.14
C: -0.4313 3.0612 -1.5882  -0.72
C: 6.5526 0.1461 5.9769  -0.14
C: 8.7034 -6.2216 -0.7226  -0.17
C: -6.4928 -1.9145 -2.0062  -0.20
C: -7.3385 -0.0094 -1.0883  -0.18
C: -5.2516 4.8710 -2.9602  -0.10
C: -2.7715 6.5583 3.1437  -0.11
C: -3.8634 -0.4624 -8.1535  -0.14
C: 5.4511 -2.5401 -3.1576  -0.65
C: 5.0103 -1.2070 -1.0111  -0.24
C: -1.0366 -2.1040 6.5497  -0.11
C: -5.8805 0.3193 -0.6733  -0.13
C: 10.2937 -7.5710 0.1234  -0.11
C: 4.4415 0.4946 1.4011  -0.26
C: 9.2666 -7.5029 1.0259  -0.15
C: -1.2105 -2.1216 5.1904  -0.15
C: 5.6102 0.3669 5.0081  -0.11
H: -0.0901 -2.0933 7.0640  0.09
H: -5.8830 0.9586 0.2094  0.12
H: -0.4941 -2.1280 4.3865  0.09
H: -5.0429 1.8219 -6.1661  0.09
H: 5.6984 -1.5475 -3.5310  0.03
H: -0.0440 3.6743 0.3145  0.05
H: -0.8209 -0.3404 -1.9173  0.07
H: 3.3177 2.6874 1.3580  0.07
H: 3.8643 0.6332 2.3245  0.06
H: 2.9668 -3.1006 2.9297  0.07
H: 7.4404 -6.4470 0.9528  0.14
H: 8.0811 -5.5558 -1.2987  -0.03
H: -1.4114 -2.2713 -0.3208  0.11
H: 9.1391 -7.9675 1.9885  0.10
H: 1.1385 2.0077 -2.5813  0.09
H: -3.4943 3.5149 4.2265  0.11
H: -7.0145 2.6136 -4.3396  0.14
H: 4.9814 -3.3311 -1.2353  0.07
H: 1.7373 -1.8531 2.8185  0.04
H: -1.9076 0.6225 0.5117  0.03
H: 1.7154 2.9203 -1.2024  0.08
H: 8.2082 1.3093 6.5741  0.14
H: 10.5178 -6.5864 -1.8772  0.09
H: -1.4056 4.3062 -0.3325  0.08
H: -2.9671 -2.1415 4.0234  0.07
H: -2.0600 1.8193 -1.4770  0.06
H: 0.2527 4.0696 -3.2564  0.07
H: 3.4666 -3.0063 0.6598  0.07
H: 5.3854 2.0897 3.5879  0.08
H: -7.3848 4.9767 -3.5986  0.10
H: 5.2436 -0.3655 -1.6756  0.09
H: -6.7781 -2.8653 -2.4588  0.13
H: -4.4326 6.0329 4.5528  0.09
H: 3.6172 -2.5489 -2.0501  0.10
H: 1.8753 -2.3258 0.5246  0.07
H: -2.8471 7.6264 3.0271  0.09
H: -7.5253 0.4663 -2.0647  0.11
H: -2.5634 -2.0861 8.1904  0.09
H: -2.8842 -0.3202 -0.6262  0.08
H: -4.3201 -2.1147 6.1279  0.11
H: 4.9034 -3.0708 -3.9328  0.04
H: -3.3731 1.5870 -8.0054  0.15
H: -1.0380 5.9851 1.8657  0.10
H: -5.3969 0.8949 -1.4648  0.10
H: -6.2704 -1.2130 -2.8265  0.12
H: -3.3107 3.7590 -2.7471  0.06
H: -4.4131 -2.4336 -1.6705  0.12
H: -5.0492 5.8437 -2.5443  0.09
H: -0.4855 -1.4634 0.9193  0.06
H: 6.6785 -0.6693 6.6680  0.11
H: -4.9533 -2.2673 -7.5958  0.09
H: -3.1903 -0.7269 -8.9506  0.11
H: -4.6990 1.7508 -3.9090  0.09
H: 7.5941 3.0109 4.8426  0.11
H: 11.2002 -8.1399 0.2443  0.09
H: 5.3632 -0.0234 1.6988  0.11
H: -6.1547 -0.6249 -5.7958  0.08
H: 0.3471 4.9182 -1.8915  0.07
H: 5.9160 -1.3700 -0.4148  0.09
H: 4.7889 -0.2899 4.7719  0.08
H: 3.4232 -1.4006 2.9720  0.04
H: -1.5574 3.6616 2.6499  0.12
H: 0.4436 -1.4929 -1.5502  0.08
H: -1.2613 1.7115 -2.9390  0.08
H: -5.5317 -2.8768 -0.3825  0.12
H: -8.0754 0.3863 -0.3908  0.12

The frontier orbital gap comes out at 7.851 eV. Its HOMO energy is -8.079 eV. The value obtained for the strongest force on any atom is 0.70 eV/A. As for the total energy: -6659.35931 hartree. Its LUMO energy is -0.2 eV.